[1]
Here is C2H4OS2 as an isolated structure from the OMol25 dataset. Energies are from ωB97M-V/def2-TZVPD.

Summary:
HOMO energy = -9.1 eV

Geometry as XYZ:
```
9
C2H4OS2 | the OMol25 dataset | ωB97M-V/def2-TZVPD
C 0.36 -0.42 0.13
C -0.62 0.53 -0.22
H 2.37 1.19 0.92
H 0.23 -1.65 -0.29
H 0.82 -0.31 1.42
H -2.53 -1.34 -0.80
O -0.13 1.69 -0.29
S 1.92 0.11 -0.54
S -2.41 0.19 -0.33
```

Electronic structure analysis, Mulliken charges in units of e: -0.5807 0.6096 0.1237 0.2872 0.2528 0.1628 -0.4630 -0.1746 -0.2177

***

[2]
Here is a 2-piece molecular cluster, C2H4OS2 overall from the OMol25 dataset. Energies are from ωB97M-V/def2-TZVPD.

Summary:
HOMO energy (spin up / spin down) = -9.6 / -9.8 eV

Geometry as XYZ:
```
9
C2H4OS2 | the OMol25 dataset | ωB97M-V/def2-TZVPD
C -1.30 -0.64 -0.33
C -0.34 0.20 -0.59
O 1.85 1.55 -0.08
S 2.30 -1.26 0.10
S 1.22 0.30 0.35
H -2.31 -0.51 -0.64
H -0.93 -1.56 0.15
H -0.75 1.09 -1.08
H 0.25 0.84 2.12
```

Electronic structure analysis, Mulliken charges in units of e: -0.3967 -0.2363 -0.4921 -0.2306 0.4739 0.2717 0.1888 0.3036 0.1179

***

[3]
Here is a 2-piece molecular cluster, C2H4OS2 overall from the OMol25 dataset. Energies are from ωB97M-V/def2-TZVPD.

Summary:
HOMO energy = -8.9 eV

Geometry as XYZ:
```
9
C2H4OS2 | the OMol25 dataset | ωB97M-V/def2-TZVPD
C -0.47 -0.09 2.57
C -0.84 0.40 -0.70
O 0.56 0.11 2.99
S 2.04 -0.31 -1.32
S 0.77 0.73 -0.11
H 1.72 -1.61 -0.75
H -1.16 -0.70 -0.71
H -0.95 0.56 -1.84
H -1.65 0.92 -0.14
```

Electronic structure analysis, Mulliken charges in units of e: 0.1336 -0.8121 -0.1382 -0.2278 -0.0423 0.1635 0.2950 0.3224 0.3060

***

[4]
Here is a single C2H4P2S molecule from the OMol25 dataset. Energies are from ωB97M-V/def2-TZVPD.

Summary:
HOMO energy (spin up / spin down) = -7.6 / -7.3 eV

Geometry as XYZ:
```
9
C2H4P2S | the OMol25 dataset | ωB97M-V/def2-TZVPD
C 0.12 -0.62 0.18
C -1.31 -0.65 -0.09
P 1.58 1.79 -0.49
P 1.53 0.20 0.90
S 1.44 -1.40 -0.57
H -1.67 -1.64 0.18
H -1.54 -0.50 -1.15
H -1.84 0.09 0.51
H 1.69 2.74 0.53
```

Electronic structure analysis, Mulliken charges in units of e: 0.2578 -0.8342 -0.1575 -0.0224 -0.1380 0.3114 0.2997 0.2862 -0.0029

***

[5]
Here is C2H4S as an isolated structure from the OMol25 dataset. Energies are from ωB97M-V/def2-TZVPD.

Summary:
HOMO energy = -9.3 eV

Geometry as XYZ:
```
7
C2H4S | the OMol25 dataset | ωB97M-V/def2-TZVPD
C -0.21 0.07 1.15
C 0.15 1.15 0.20
S -1.50 0.40 0.13
H 0.38 -2.25 -0.34
H 0.17 -2.46 -1.06
H 0.19 2.17 0.54
H 0.82 0.92 -0.62
```

Electronic structure analysis, Mulliken charges in units of e: -0.2801 -0.2524 0.0349 -0.0976 0.1026 0.2575 0.2350

***

[6]
Here is a single C2H4S2 molecule from the OMol25 dataset. Energies are from ωB97M-V/def2-TZVPD.

Summary:
HOMO energy = -8.8 eV
SMILES = CC(=S)S

Geometry as XYZ:
```
8
C2H4S2 | the OMol25 dataset | ωB97M-V/def2-TZVPD
C 0.09 -0.70 -0.11
C -1.02 0.28 0.08
S -2.56 -0.26 0.00
S -0.18 1.86 0.35
H -0.28 -1.57 -0.65
H 0.93 -0.26 -0.65
H 0.45 -1.02 0.87
H -0.87 2.98 0.76
```

Electronic structure analysis, Mulliken charges in units of e: -1.1351 0.4316 -0.2256 -0.2531 0.3387 0.3633 0.3131 0.1672

***

[7]
Here is C2H4S2 as an isolated structure from the OMol25 dataset. Energies are from ωB97M-V/def2-TZVPD.

Summary:
HOMO energy (spin up / spin down) = -9.0 / -9.0 eV

Geometry as XYZ:
```
8
C2H4S2 | the OMol25 dataset | ωB97M-V/def2-TZVPD
C -1.07 -0.35 0.16
C 0.40 -0.07 0.47
S 0.26 -1.53 -0.43
S 1.54 1.66 -0.67
H -1.54 -0.84 1.04
H -1.67 0.32 -0.33
H 0.77 -0.07 1.46
H 1.31 0.88 -1.70
```

Electronic structure analysis, Mulliken charges in units of e: -0.4999 -0.2690 -0.0518 -0.2312 0.2415 0.3096 0.3642 0.1364

***

[8]
Here is C2H4S3 as an isolated structure from the OMol25 dataset. Energies are from ωB97M-V/def2-TZVPD.

Summary:
HOMO energy (spin up / spin down) = -8.2 / -8.2 eV

Geometry as XYZ:
```
9
C2H4S3 | the OMol25 dataset | ωB97M-V/def2-TZVPD
C -1.79 -0.45 -0.13
C 2.05 -0.11 0.02
S -0.29 0.36 0.33
S 2.56 1.51 0.03
S 2.46 -1.59 0.05
H -1.76 -1.57 0.13
H -1.99 -0.31 -1.30
H 1.41 2.09 0.45
H -2.64 0.06 0.42
```

Electronic structure analysis, Mulliken charges in units of e: -0.6898 0.2974 -0.2027 -0.0871 -0.1851 0.2390 0.2240 0.1631 0.2413

***

Here are the calculated electronic energy numbers, same order: -950.0278; -950.0297; -950.1869; -1159.4015; -476.6285; -874.9381; -874.8789; -1273.0552 (hartree).
Here are the calculated largest force on an atom numbers, same order: 7.5; 3.0; 4.4; 1.7; 1.3; 1.5; 4.6; 3.1 (eV/A).